# 1
Below is 9 unconnected molecules or ions with the total composition C33H44N8O, with properties calculated with ωB97M-V/def2-TZVPD.

Geometry (Å):
C  -17.874  -15.788  20.686
O  -17.006  -14.889  21.291
H  -17.416  -15.971  19.714
H  -17.881  -16.742  21.213
H  -18.862  -15.381  20.467
H  -16.083  -15.108  21.143
N  -11.806  -14.259  19.922
C  -13.066  -13.861  20.315
C  -13.857  -13.827  19.186
C  -13.071  -14.360  18.147
C  -11.807  -14.648  18.629
H  -11.036  -14.378  20.566
H  -13.264  -13.473  21.304
H  -14.865  -13.442  19.167
H  -13.354  -14.382  17.105
H  -10.914  -15.100  18.222
N  -15.030  -18.810  18.771
C  -15.613  -19.309  19.942
C  -15.262  -18.447  20.954
C  -14.596  -17.370  20.402
C  -14.406  -17.657  19.063
H  -15.084  -19.139  17.817
H  -16.114  -20.266  19.950
H  -15.545  -18.637  21.979
H  -14.264  -16.451  20.861
H  -14.020  -17.104  18.219
N  -12.482  -19.980  24.377
C  -12.367  -19.547  23.082
C  -11.077  -19.104  22.914
C  -10.298  -19.437  23.993
C  -11.222  -19.950  24.932
H  -13.354  -20.371  24.706
H  -13.245  -19.582  22.454
H  -10.763  -18.691  21.967
H  -9.228  -19.335  24.096
H  -11.097  -20.416  25.898
N  -16.782  -19.195  25.369
C  -16.682  -19.730  24.117
C  -17.665  -19.245  23.307
C  -18.490  -18.401  24.115
C  -17.948  -18.490  25.396
H  -16.204  -19.412  26.168
H  -15.864  -20.398  23.893
H  -17.836  -19.405  22.253
H  -19.321  -17.811  23.757
H  -18.187  -18.026  26.341
N  -14.068  -14.983  13.087
C  -15.236  -14.837  13.834
C  -15.045  -15.456  15.078
C  -13.757  -16.025  15.043
C  -13.197  -15.666  13.841
H  -13.936  -14.777  12.107
H  -16.026  -14.208  13.451
H  -15.832  -15.557  15.810
H  -13.204  -16.488  15.848
H  -12.229  -15.992  13.490
N  -17.404  -24.452  20.996
C  -16.420  -24.214  20.109
C  -16.695  -22.965  19.515
C  -17.963  -22.586  19.984
C  -18.341  -23.477  20.960
H  -17.471  -25.296  21.546
H  -15.635  -24.950  20.017
H  -16.063  -22.385  18.859
H  -18.634  -21.761  19.794
H  -19.225  -23.616  21.564
N  -17.224  -19.418  16.097
C  -16.293  -18.789  15.274
C  -15.056  -19.363  15.386
C  -15.228  -20.584  16.070
C  -16.536  -20.552  16.614
H  -18.157  -19.110  16.333
H  -16.492  -17.841  14.797
H  -14.214  -19.178  14.735
H  -14.448  -21.326  16.152
H  -17.065  -21.060  17.407
N  -14.181  -16.740  24.103
C  -15.082  -15.692  24.156
C  -14.284  -14.539  24.097
C  -12.907  -14.882  24.072
C  -12.871  -16.291  24.012
H  -14.463  -17.708  24.041
H  -16.153  -15.810  24.089
H  -14.714  -13.556  24.224
H  -12.041  -14.237  24.058
H  -12.099  -17.046  23.972

Properties
Molar mass: 568.770 Da
Structure (SMILES): c1cc[nH]c1.c1cc[nH]c1.c1cc[nH]c1.c1cc[nH]c1.c1cc[nH]c1.c1cc[nH]c1.c1cc[nH]c1.c1cc[nH]c1.CO
HOMO-LUMO gap: 8.1 eV
Largest force on an atom: 3.522 eV/A
E: -48898.897 eV
E_LUMO: 0.0178 hartree

---

# 2
Below is 7 unconnected molecules or ions with the total composition C33H45BClF22O16P, with properties calculated with ωB97M-V/def2-TZVPD.

Geometry (Å):
C  10.382  4.655  5.861
C  9.605  5.935  5.638
C  8.866  6.499  6.855
F  9.218  5.909  8.020
C  7.380  6.564  6.660
O  6.981  7.281  5.795
O  6.485  5.923  7.483
C  5.993  4.612  7.119
C  5.384  4.585  5.753
C  4.865  3.272  5.224
C  5.795  2.599  4.265
F  5.701  1.296  4.354
F  5.437  2.869  3.025
F  7.047  2.934  4.383
B  4.812  4.326  8.206
C  3.535  5.211  8.196
O  4.918  3.339  9.136
P  7.401  3.397  7.432
O  7.706  3.663  8.981
Cl  6.603  1.482  7.460
H  10.736  4.543  6.857
H  9.776  3.832  5.591
H  11.212  4.666  5.198
H  10.206  6.700  5.222
H  8.870  5.733  4.898
H  9.147  7.521  6.932
H  6.038  4.974  5.009
H  4.571  5.264  5.775
H  4.005  3.490  4.651
H  4.559  2.558  5.956
H  3.796  6.239  8.299
H  3.022  5.145  7.264
H  2.845  4.939  8.962
H  4.438  2.568  8.828
H  7.562  4.593  9.184
C  2.580  -1.495  -0.197
C  2.522  -0.776  -1.535
O  1.583  -1.437  -2.406
C  0.314  -1.135  -2.249
O  -0.163  -0.354  -1.482
C  -0.515  -1.971  -3.235
F  -0.087  -3.230  -3.250
F  -0.434  -1.505  -4.487
F  -1.813  -1.996  -2.901
H  2.806  -2.551  -0.346
H  3.345  -1.062  0.446
H  1.624  -1.434  0.320
H  3.484  -0.828  -2.038
H  2.269  0.276  -1.426
C  -3.653  -0.891  -5.199
C  -5.011  -1.011  -4.541
O  -6.058  -0.550  -5.420
C  -6.478  -1.413  -6.325
O  -6.088  -2.526  -6.495
C  -7.621  -0.779  -7.141
F  -7.334  0.479  -7.494
F  -8.748  -0.750  -6.418
F  -7.852  -1.477  -8.247
H  -3.480  0.129  -5.543
H  -2.868  -1.165  -4.505
H  -3.585  -1.542  -6.070
H  -5.056  -0.375  -3.661
H  -5.202  -2.032  -4.217
C  -6.071  3.614  -2.648
C  -4.760  2.953  -3.011
O  -3.642  3.660  -2.457
C  -3.360  3.390  -1.200
O  -3.930  2.630  -0.479
C  -2.112  4.183  -0.786
F  -2.183  5.450  -1.205
F  -1.024  3.621  -1.329
F  -1.978  4.181  0.533
H  -6.064  4.661  -2.950
H  -6.899  3.108  -3.141
H  -6.238  3.586  -1.573
H  -4.622  2.973  -4.089
H  -4.734  1.912  -2.696
C  -1.599  -5.203  -1.818
C  -0.687  -6.308  -1.352
O  -0.450  -6.262  0.074
C  -1.369  -6.781  0.851
O  -2.402  -7.278  0.522
C  -0.887  -6.725  2.316
F  -0.335  -5.543  2.688
F  0.049  -7.662  2.510
F  -1.886  -6.967  3.150
H  -1.214  -4.241  -1.499
H  -1.672  -5.216  -2.902
H  -2.601  -5.306  -1.403
H  0.298  -6.200  -1.798
H  -1.072  -7.284  -1.639
C  1.675  -4.571  4.691
C  1.040  -3.196  4.769
O  1.673  -2.475  5.856
C  2.820  -1.845  5.686
O  3.457  -1.720  4.686
C  3.206  -1.272  7.077
F  2.992  -2.204  8.010
F  2.455  -0.200  7.385
F  4.483  -0.904  7.170
H  1.616  -5.050  5.668
H  1.189  -5.215  3.968
H  2.730  -4.492  4.428
H  -0.011  -3.273  5.029
H  1.099  -2.649  3.830
C  -9.947  -2.286  -10.841
C  -9.582  -2.160  -12.303
O  -8.757  -3.260  -12.735
C  -9.390  -4.373  -13.048
O  -10.567  -4.567  -13.009
C  -8.370  -5.423  -13.532
F  -7.299  -5.459  -12.735
F  -7.962  -5.121  -14.772
F  -8.919  -6.630  -13.552
H  -9.052  -2.389  -10.231
H  -10.501  -1.409  -10.510
H  -10.561  -3.169  -10.666
H  -8.987  -1.265  -12.467
H  -10.466  -2.084  -12.932

Properties
Molar mass: 1192.902 Da
Structure (SMILES): CC[C@H](F)C(=O)O[C@](CCC(F)(F)F)(B(C)O)P(O)Cl.CCOC(=O)C(F)(F)F.CCOC(=O)C(F)(F)F.CCOC(=O)C(F)(F)F.CCOC(=O)C(F)(F)F.CCOC(=O)C(F)(F)F.CCOC(=O)C(F)(F)F
HOMO-LUMO gap: 8.5 eV
Largest force on an atom: 2.271 eV/A
E: -149986.712 eV
E_LUMO: 0.0081 hartree

---

# 3
Below is a molecular structure, C33H45CaF4N3O2PS2Si, with properties calculated with ωB97M-V/def2-TZVPD.

Geometry (Å):
Ca  0.844  -0.737  1.224
C  3.849  0.794  1.601
N  3.311  -0.549  1.833
C  4.184  -1.544  1.216
C  3.174  -0.842  3.272
C  2.183  0.042  4.017
N  0.859  -0.139  3.440
C  -0.191  0.519  3.951
C  -1.434  0.408  3.278
F  -1.454  -0.352  2.137
C  -2.579  1.046  3.651
F  -3.689  0.885  2.911
C  -2.617  1.864  4.768
C  -1.430  1.979  5.468
F  -1.407  2.747  6.576
C  -0.271  1.336  5.106
F  0.809  1.517  5.901
H  4.839  0.909  2.074
H  3.190  1.573  1.985
H  3.964  0.954  0.527
H  5.203  -1.480  1.625
H  4.232  -1.380  0.139
H  3.790  -2.543  1.387
H  4.161  -0.774  3.758
H  2.834  -1.880  3.349
H  2.501  1.090  3.983
H  2.238  -0.266  5.067
H  -3.514  2.381  5.072
C  0.955  -3.053  0.462
Si  0.429  -3.064  -1.299
C  0.827  -1.313  -2.028
N  0.241  -0.191  -1.243
C  -1.256  -0.244  -1.295
C  -1.872  1.137  -1.463
C  -1.426  1.750  -2.792
C  0.108  1.637  -2.974
C  0.759  1.121  -1.694
C  -1.307  -3.518  -1.601
C  -1.823  -3.676  -2.941
C  -3.136  -4.001  -3.190
C  -4.067  -4.190  -2.139
C  -3.600  -3.961  -0.812
C  -2.288  -3.644  -0.557
C  1.560  -4.151  -2.408
C  2.146  -3.744  -3.611
C  2.924  -4.607  -4.382
C  3.140  -5.910  -3.962
C  2.568  -6.342  -2.767
C  1.793  -5.473  -2.012
H  1.985  -3.436  0.539
H  0.320  -3.742  1.038
H  0.491  -1.250  -3.079
H  1.919  -1.177  -2.036
H  -1.647  -0.732  -0.397
H  -1.568  -0.890  -2.123
H  -1.610  1.790  -0.623
H  -2.959  1.034  -1.441
H  -1.747  2.792  -2.847
H  -1.929  1.216  -3.602
H  0.545  2.611  -3.212
H  0.349  0.974  -3.808
H  0.606  1.857  -0.906
H  1.839  1.018  -1.823
H  -1.149  -3.554  -3.791
H  -3.459  -4.124  -4.222
H  -5.104  -4.433  -2.340
H  -4.293  -4.044  0.024
H  -1.986  -3.482  0.478
H  1.993  -2.729  -3.965
H  3.358  -4.259  -5.313
H  3.742  -6.586  -4.558
H  2.726  -7.360  -2.430
H  1.344  -5.821  -1.085
C  -4.160  5.217  1.135
C  -3.687  3.886  1.696
O  -2.444  3.464  1.144
P  -1.089  4.351  1.441
S  1.891  3.746  2.410
S  0.264  2.759  1.562
O  -0.924  4.884  -0.125
C  0.358  5.373  -0.520
C  0.232  5.936  -1.919
H  -5.183  5.416  1.469
H  -4.144  5.191  0.043
H  -3.521  6.038  1.468
H  -4.397  3.100  1.443
H  -3.613  3.924  2.787
H  1.085  4.560  -0.482
H  0.706  6.136  0.186
H  -0.144  5.168  -2.600
H  1.207  6.274  -2.280
H  -0.461  6.781  -1.939

Properties
<S²>: 0.761
Spin multiplicity: 2
Total charge: -2
Molar mass: 755.006 Da
HOMO-LUMO gap (alpha / beta): 2.5 / 6.2 eV
Largest force on an atom: 0.821 eV/A
E: -111664.538 eV
E_LUMO (alpha / beta): 0.1581 / 0.1579 hartree